(1)
The following is a quantum chemistry calculation of a molecular structure, C42H84F18KN3O30S6, from the Open Molecules 2025 dataset.

For the highest occupied orbital energy (alpha / beta), the calculation gives -6.71 / -6.69 eV. Its expectation value of S² is 0.765. For the total energy, the calculation gives -8858.09528 a.u. Its maximum force is 6.076 eV/Å. The HOMO-LUMO gap (alpha / beta) is 7.776 / 3.232 eV.

```
! wB97M-V def2-TZVPD RIJCOSX def2/J DEFGRID3
* xyz -1 2
K 0.01 1.94 2.06
C -3.36 -6.84 -7.33
F -4.58 -6.66 -7.76
F -3.29 -7.88 -6.51
F -2.47 -6.98 -8.35
S -2.72 -5.28 -6.31
O -1.27 -5.53 -6.09
O -3.10 -4.10 -7.09
N -3.68 -5.49 -4.89
S -3.23 -4.22 -4.12
O -1.82 -3.90 -4.03
O -4.03 -2.97 -4.40
C -3.60 -4.82 -2.28
F -2.76 -5.88 -2.09
F -3.35 -3.78 -1.43
F -4.84 -5.22 -2.03
C 2.36 1.49 -0.95
F 3.04 0.33 -1.01
F 2.29 1.96 0.33
F 2.96 2.42 -1.74
S 0.60 1.14 -1.45
O 0.04 2.48 -1.48
O 0.68 0.52 -2.76
N -0.07 0.20 -0.19
S -1.59 -0.02 -0.65
O -2.42 1.19 -0.86
O -1.77 -1.14 -1.55
C -2.17 -0.87 0.97
F -2.82 -0.13 1.86
F -2.95 -1.88 0.62
F -1.14 -1.48 1.60
C -8.22 2.79 2.17
F -9.55 2.84 1.85
F -7.72 3.71 2.94
F -7.95 1.67 2.80
S -7.20 2.78 0.53
O -7.69 3.83 -0.36
O -5.82 3.04 0.99
N -7.51 1.08 -0.02
S -6.10 0.59 -0.35
O -5.35 1.35 -1.30
O -5.32 0.09 0.80
C -6.60 -1.06 -1.26
F -7.42 -1.89 -0.59
F -7.15 -0.73 -2.47
F -5.45 -1.80 -1.49
C 4.95 -0.80 -4.17
O 5.42 -1.45 -2.99
C 6.78 -1.26 -2.66
C 7.13 -1.09 -1.23
O 6.76 -2.23 -0.42
C 6.97 -1.99 1.00
C 6.01 -0.89 1.59
O 4.62 -1.10 1.09
C 3.67 -0.78 2.14
H 5.67 -1.00 -4.96
H 4.86 0.28 -4.04
H 3.99 -1.19 -4.51
H 7.25 -0.36 -3.07
H 7.38 -2.08 -3.05
H 6.63 -0.14 -1.02
H 8.20 -1.07 -1.04
H 8.02 -1.70 1.07
H 6.91 -2.99 1.44
H 6.30 0.09 1.22
H 6.18 -0.96 2.67
H 2.68 -0.99 1.74
H 3.80 0.25 2.50
H 3.89 -1.52 2.91
C 6.26 3.08 -1.07
O 6.61 4.17 -0.19
C 6.33 5.52 -0.75
C 6.12 6.49 0.37
O 7.23 6.56 1.33
C 7.11 7.62 2.22
C 8.24 7.56 3.22
O 8.50 6.26 3.80
C 9.71 6.11 4.55
H 6.43 3.32 -2.12
H 5.20 2.83 -1.04
H 6.98 2.31 -0.78
H 5.48 5.60 -1.42
H 7.08 5.92 -1.43
H 5.17 6.27 0.85
H 5.94 7.40 -0.22
H 6.19 7.53 2.80
H 7.18 8.50 1.58
H 8.04 8.11 4.13
H 9.06 8.13 2.78
H 9.85 7.01 5.14
H 10.45 5.77 3.82
H 9.64 5.30 5.28
C -3.04 4.12 0.24
O -2.34 4.07 1.48
C -3.16 4.23 2.69
C -2.44 3.74 3.99
O -2.04 2.34 3.91
C -1.74 1.85 5.28
C -0.73 0.67 5.24
O 0.49 1.05 4.57
C 1.32 1.76 5.50
H -3.77 4.92 0.22
H -3.56 3.17 0.07
H -2.18 4.29 -0.42
H -4.03 3.61 2.50
H -3.63 5.21 2.83
H -3.16 3.94 4.79
H -1.57 4.31 4.31
H -2.65 1.50 5.77
H -1.45 2.59 6.02
H -1.16 -0.24 4.82
H -0.60 0.26 6.24
H 1.39 1.30 6.49
H 0.87 2.74 5.68
H 2.38 1.85 5.28
C -1.78 5.39 -3.14
O -2.15 4.42 -4.08
C -2.94 3.53 -3.41
C -3.55 2.44 -4.34
O -2.62 1.38 -4.34
C -2.85 0.40 -5.29
C -1.88 -0.70 -5.39
O -0.56 -0.25 -5.77
C -0.04 -1.20 -6.72
H -1.04 5.13 -2.38
H -2.55 5.93 -2.59
H -1.25 6.17 -3.67
H -3.71 4.12 -2.89
H -2.46 2.90 -2.67
H -3.52 2.83 -5.36
H -4.57 2.24 -4.02
H -3.12 0.66 -6.32
H -3.71 -0.13 -4.88
H -2.30 -1.48 -6.02
H -1.75 -1.15 -4.41
H -0.43 -1.28 -7.74
H 0.14 -2.23 -6.41
H 0.96 -0.79 -6.90
C 3.55 -3.81 -4.50
O 2.99 -3.22 -3.32
C 1.62 -3.60 -3.25
C 0.94 -3.00 -2.05
O 1.66 -3.57 -0.96
C 1.03 -3.28 0.29
C 1.66 -4.25 1.24
O 3.10 -4.15 1.19
C 3.76 -4.63 2.31
H 4.63 -3.67 -4.61
H 3.30 -3.26 -5.41
H 3.21 -4.82 -4.69
H 1.58 -4.69 -3.33
H 1.16 -3.30 -4.19
H -0.09 -3.35 -1.91
H 0.81 -1.92 -2.07
H -0.04 -3.45 0.32
H 1.13 -2.23 0.57
H 1.41 -5.25 0.88
H 1.20 -4.33 2.23
H 4.84 -4.51 2.24
H 3.55 -5.69 2.40
H 3.46 -4.14 3.23
C -6.25 -6.07 2.42
O -5.44 -4.97 2.83
C -5.80 -3.79 2.10
C -5.22 -2.58 2.72
O -5.23 -2.64 4.17
C -4.76 -1.47 4.82
C -4.44 -1.65 6.32
O -3.27 -2.59 6.33
C -2.92 -2.90 7.67
H -6.37 -6.24 1.35
H -7.21 -5.75 2.82
H -5.73 -6.89 2.92
H -6.84 -3.48 2.17
H -5.61 -4.00 1.05
H -5.78 -1.72 2.37
H -4.20 -2.30 2.44
H -5.53 -0.72 4.64
H -3.89 -1.09 4.29
H -5.34 -2.08 6.77
H -4.17 -0.73 6.84
H -3.30 -2.18 8.40
H -1.92 -3.17 7.97
H -3.48 -3.80 7.90
*
```



(2)
The following is a quantum chemistry calculation of 12 unconnected molecules or ions with the total composition C42H86BrN5O13S4, from the Open Molecules 2025 dataset.

For the highest occupied orbital energy, the calculation gives -8.34 eV. For the total energy, the calculation gives -7070.23629 a.u. The energy above the lowest of the compared OMol25 structures with the same formula, charge and spin is 339.90 kJ/mol. Its maximum force is 3.925 eV/Å. The HOMO-LUMO gap is 7.727 eV.

```
! wB97M-V def2-TZVPD RIJCOSX def2/J DEFGRID3
* xyz 0 1
C 3.67 -6.26 0.63
C 2.89 -5.22 -0.26
C 2.58 -5.71 -1.72
C 1.71 -4.71 -2.58
N 2.21 -3.32 -2.59
C 1.18 -2.33 -2.39
C 1.17 -1.20 -3.33
C 0.20 -0.11 -3.22
C 0.26 1.06 -4.26
C 0.49 2.48 -3.62
C 1.68 2.50 -2.59
S 3.34 2.37 -3.45
C 3.94 4.10 -3.52
S 3.39 5.07 -4.74
N 4.89 4.68 -2.61
C 4.56 4.41 -1.19
C 3.85 5.70 -0.61
C 6.30 4.35 -2.95
C 7.18 5.54 -2.38
C -0.77 -0.18 -2.14
C -0.86 -1.29 -1.17
C 0.17 -2.35 -1.33
O 0.12 -3.39 -0.40
N -1.87 -1.37 -0.12
C -1.98 -0.15 0.66
C -2.02 -0.17 2.14
C -1.95 -1.58 2.81
C -0.67 -1.80 3.74
C 0.66 -1.29 3.09
N 0.89 -1.21 1.67
O 1.59 -0.98 3.82
C -2.17 1.06 2.93
C -2.26 1.18 4.48
Br -3.57 -0.06 5.31
C -0.82 1.17 5.20
C -0.85 0.51 6.64
C -2.23 2.32 2.18
C -2.20 2.41 0.69
N -2.28 3.71 0.02
C -1.16 4.22 -0.05
S 0.23 5.02 -0.14
C -2.08 1.16 -0.03
S -2.01 1.14 -1.86
H 3.57 -5.93 1.70
H 4.77 -6.17 0.40
H 3.33 -7.32 0.52
H 1.99 -4.89 0.32
H 3.56 -4.32 -0.34
H 1.99 -6.68 -1.64
H 3.51 -5.99 -2.29
H 1.77 -5.09 -3.64
H 0.62 -4.80 -2.30
H 3.01 -3.18 -1.97
H 1.91 -1.15 -4.17
H 1.09 0.85 -4.99
H -0.68 1.11 -4.89
H -0.44 2.95 -3.21
H 0.80 3.16 -4.47
H 1.67 3.52 -2.12
H 1.58 1.73 -1.79
H 5.50 4.19 -0.62
H 3.86 3.55 -1.03
H 2.89 5.85 -1.18
H 4.54 6.57 -0.82
H 3.68 5.65 0.49
H 6.60 3.37 -2.49
H 6.45 4.27 -4.06
H 7.10 5.63 -1.26
H 6.83 6.51 -2.81
H 8.27 5.44 -2.66
H 0.76 -3.21 0.32
H -2.76 -1.50 -0.62
H -1.84 -2.37 2.02
H -2.89 -1.86 3.36
H -0.55 -2.92 3.80
H -0.82 -1.45 4.79
H 0.10 -1.68 1.21
H 0.94 -0.22 1.43
H -2.67 2.20 4.69
H -0.55 2.25 5.39
H -0.01 0.76 4.55
H 0.14 0.67 7.14
H -1.05 -0.59 6.63
H -1.68 0.97 7.26
H -2.33 3.28 2.75
C -6.23 3.89 1.44
O -5.91 2.51 1.35
H -7.25 4.00 1.80
H -5.54 4.39 2.13
H -6.15 4.36 0.45
H -5.00 2.44 1.03
C -3.58 4.28 -3.69
O -4.05 5.03 -2.58
H -3.95 4.75 -4.61
H -2.49 4.28 -3.70
H -3.96 3.26 -3.63
H -3.72 4.60 -1.78
C -0.14 -6.76 -5.84
O 1.22 -7.17 -5.79
H -0.41 -6.31 -4.88
H -0.28 -6.01 -6.63
H -0.78 -7.62 -6.03
H 1.43 -7.55 -6.65
C 6.36 4.98 2.55
O 5.13 4.53 1.99
H 7.06 5.18 1.75
H 6.19 5.89 3.13
H 6.78 4.20 3.20
H 4.53 4.35 2.72
C 0.52 -6.69 2.99
O 1.26 -7.88 2.72
H 0.85 -5.91 2.31
H -0.55 -6.88 2.84
H 0.70 -6.37 4.02
H 0.96 -8.56 3.33
C -2.50 -0.89 9.76
O -3.55 -1.71 9.29
H -2.43 -1.00 10.84
H -1.55 -1.19 9.31
H -2.71 0.16 9.53
H -3.60 -1.60 8.33
C -2.72 -7.31 -3.60
O -2.12 -8.58 -3.84
H -2.73 -6.74 -4.53
H -3.75 -7.45 -3.25
H -2.14 -6.77 -2.85
H -2.12 -9.05 -3.00
C -6.86 1.79 -4.13
O -6.12 0.62 -4.46
H -6.55 2.60 -4.78
H -7.93 1.60 -4.29
H -6.68 2.06 -3.09
H -6.42 -0.08 -3.87
C -8.35 0.12 -0.80
O -8.33 -0.84 -1.85
H -7.39 0.65 -0.78
H -9.15 0.84 -0.97
H -8.50 -0.38 0.16
H -9.18 -1.29 -1.84
C 1.53 -4.29 6.17
O 1.39 -4.20 4.76
H 1.04 -5.19 6.52
H 2.59 -4.33 6.44
H 1.07 -3.42 6.65
H 1.84 -3.39 4.48
C 4.75 9.04 -3.36
O 5.43 7.79 -3.38
H 5.49 9.84 -3.35
H 4.13 9.14 -4.25
H 4.13 9.11 -2.46
H 4.76 7.10 -3.39
*
```



(3)
The following is a quantum chemistry calculation of 13 unconnected molecules or ions with the total composition C42H88N10O16, from the Open Molecules 2025 dataset.

For the highest occupied orbital energy, the calculation gives -9.13 eV. For the total energy, the calculation gives -3404.70908 a.u. Its maximum force is 3.810 eV/Å. The HOMO-LUMO gap is 9.391 eV.

```
! wB97M-V def2-TZVPD RIJCOSX def2/J DEFGRID3
* xyz 0 1
O -1.61 8.50 -1.19
C -1.50 7.77 -0.27
O -2.52 7.37 0.51
C -2.09 6.56 1.60
C -0.63 6.15 1.21
C -0.14 7.16 0.26
H -2.85 5.74 1.66
H -2.16 7.22 2.50
H -0.69 5.21 0.64
H -0.08 5.99 2.15
H 0.42 6.85 -0.61
H 0.43 7.95 0.68
O 0.02 -6.16 -1.49
C -0.78 -5.55 -0.82
O -0.42 -4.52 -0.03
C -1.54 -3.98 0.67
C -2.62 -5.07 0.57
C -2.26 -5.78 -0.73
H -1.88 -3.11 0.18
H -1.32 -3.81 1.71
H -3.58 -4.52 0.72
H -2.47 -5.67 1.45
H -2.75 -5.12 -1.52
H -2.60 -6.77 -0.99
O 3.46 0.01 2.56
C 3.06 -0.34 3.68
O 1.98 0.16 4.27
C 1.79 -0.44 5.62
C 2.69 -1.65 5.62
C 3.69 -1.42 4.45
H 0.73 -0.75 5.59
H 1.92 0.35 6.39
H 2.16 -2.61 5.48
H 3.19 -1.72 6.58
H 3.86 -2.26 3.80
H 4.68 -1.08 4.79
C 5.58 0.56 -6.02
C 4.80 -0.37 -5.09
O 3.58 -0.26 -5.05
N 5.55 -1.29 -4.51
C 6.96 -1.49 -4.72
H 6.59 0.65 -5.74
H 5.04 1.51 -5.92
H 5.41 0.14 -7.04
H 5.16 -1.87 -3.79
H 7.26 -1.52 -5.77
H 7.26 -2.40 -4.24
H 7.51 -0.64 -4.14
C -2.14 2.75 5.16
C -3.00 3.53 4.14
O -2.73 4.73 3.83
N -4.11 2.93 3.59
C -4.78 3.61 2.50
H -2.65 1.89 5.56
H -1.68 3.42 5.87
H -1.26 2.51 4.58
H -4.42 2.00 3.91
H -4.19 3.76 1.59
H -4.93 4.66 2.87
H -5.73 3.18 2.29
C 2.00 0.47 -2.11
C 2.24 1.79 -1.45
O 1.76 2.86 -1.89
N 2.88 1.72 -0.31
C 3.09 2.72 0.69
H 1.45 0.61 -3.07
H 1.34 -0.12 -1.41
H 2.90 -0.11 -2.29
H 3.16 0.81 -0.06
H 3.39 2.25 1.58
H 2.11 3.20 0.80
H 3.87 3.45 0.33
C 2.07 -5.40 3.83
C 2.38 -4.42 2.72
O 3.33 -4.62 1.96
N 1.61 -3.30 2.61
C 1.65 -2.47 1.35
H 2.09 -6.46 3.50
H 1.04 -5.19 4.22
H 2.69 -5.28 4.65
H 0.66 -3.39 3.02
H 1.68 -3.12 0.53
H 2.52 -1.82 1.32
H 0.69 -1.83 1.34
C -2.47 5.76 -3.32
C -1.52 5.02 -2.47
O -1.86 4.65 -1.33
N -0.28 4.77 -2.88
C 0.27 4.82 -4.23
H -3.26 5.04 -3.67
H -2.00 6.22 -4.22
H -2.92 6.61 -2.71
H 0.33 4.26 -2.22
H 1.17 5.31 -4.28
H -0.46 5.35 -4.82
H 0.42 3.84 -4.65
C 6.25 -2.39 0.63
C 5.42 -2.66 -0.64
O 5.71 -2.13 -1.71
N 4.37 -3.49 -0.49
C 3.66 -4.03 -1.63
H 7.29 -2.75 0.48
H 5.77 -2.92 1.42
H 6.24 -1.32 0.89
H 4.07 -3.86 0.42
H 2.63 -3.74 -1.56
H 3.81 -5.15 -1.59
H 4.01 -3.62 -2.53
C 0.47 -2.87 -3.74
C -0.42 -1.94 -4.53
O -1.63 -2.12 -4.52
N 0.17 -0.87 -5.17
C -0.53 -0.09 -6.15
H 0.05 -2.79 -2.74
H 1.54 -2.52 -3.60
H 0.53 -3.92 -4.09
H 1.18 -0.89 -5.20
H -0.93 -0.68 -6.95
H 0.22 0.58 -6.57
H -1.35 0.47 -5.59
C -4.52 -1.58 -0.29
C -5.50 -1.39 0.85
O -5.20 -1.19 2.01
N -6.80 -1.59 0.49
C -7.84 -1.22 1.31
H -4.14 -2.57 -0.41
H -3.57 -1.06 0.01
H -4.86 -1.19 -1.26
H -7.05 -1.67 -0.48
H -8.01 -0.14 1.16
H -7.51 -1.34 2.30
H -8.85 -1.58 1.01
C -3.55 -3.41 3.92
C -2.28 -2.57 3.61
O -1.17 -2.88 3.97
N -2.61 -1.40 3.00
C -1.64 -0.34 2.79
H -4.32 -2.74 4.33
H -3.33 -4.21 4.59
H -3.96 -3.82 3.06
H -3.54 -1.28 2.76
H -2.14 0.59 2.59
H -0.94 -0.53 1.95
H -1.04 -0.16 3.74
C -1.04 2.01 0.50
C -1.52 1.10 -0.62
O -1.28 -0.10 -0.56
N -2.14 1.74 -1.63
C -2.48 1.13 -2.89
H -1.72 2.65 0.99
H -0.39 2.80 0.01
H -0.50 1.35 1.16
H -2.00 2.79 -1.74
H -3.56 0.81 -2.83
H -1.95 0.18 -3.14
H -2.29 1.88 -3.66
*
```